{"formula": "H2NO", "method": "wB97M-V/def2-TZVPD", "elements": ["H", "N", "O", "H"], "positions_angstrom": [[-0.178, -1.076, 0.164], [-0.412, -0.170, 0.561], [1.419, 0.776, -0.580], [-0.829, 0.471, -0.144]], "forces_ev_per_angstrom": [[-0.2, 0.2, -0.7], [1.3, 1.7, -0.5], [-1.5, -0.8, 0.9], [0.4, -1.1, 0.2]], "relative_energy_kcal_mol": 56.02, "spin_multiplicity": 1, "gap_ev": [7.562, 7.598], "total_charge": -1, "e_lumo_ev": [5.02, 4.96]}

{"formula": "C2H14NO4", "method": "wB97M-V/def2-TZVPD", "elements": ["O", "C", "H", "H", "H", "H", "O", "N", "C", "H", "H", "H", "H", "H", "H", "O", "H", "H", "H", "O", "H"], "positions_angstrom": [[-1.805, 4.045, -1.628], [1.915, -0.424, 2.573], [1.626, 1.194, 1.144], [-0.524, -0.756, 1.847], [0.471, 1.917, -1.527], [-0.844, -2.773, 3.184], [-1.503, -2.282, 2.676], [-0.203, 0.149, 1.536], [1.231, 0.336, 1.645], [-0.465, 0.245, 0.562], [2.968, -0.238, 2.728], [-1.995, 4.032, -2.553], [1.428, -1.185, 3.161], [1.081, -4.144, -5.157], [-2.223, -2.920, 2.650], [-0.339, 1.709, -1.054], [-0.782, 0.806, 2.154], [-0.937, 2.460, -1.181], [2.087, -3.441, -6.053], [1.323, -3.278, -5.490], [-2.512, 4.550, -1.218]], "forces_ev_per_angstrom": [[0.2, 0.1, 0.8], [0.0, 0.6, 0.2], [-0.1, 0.3, -0.1], [0.2, -0.6, 0.1], [0.0, 0.0, 0.0], [0.2, 0.3, 0.0], [0.2, -0.5, 0.3], [0.2, 0.7, 0.1], [0.2, -1.3, -0.2], [-0.3, 0.5, -0.2], [0.0, 0.0, 0.2], [-0.2, 0.0, -0.9], [0.0, -0.2, -0.1], [-0.1, -0.1, 0.1], [-0.3, 0.2, -0.2], [-0.1, -0.3, 0.1], [-0.2, 0.1, -0.1], [0.1, 0.1, 0.0], [0.0, 0.0, 0.0], [0.1, 0.0, -0.1], [0.0, 0.0, 0.1]], "relative_energy_kcal_mol": 20.82, "spin_multiplicity": 2, "gap_ev": [3.391, 8.374], "total_charge": 0, "e_lumo_ev": [0.46, 0.42], "s_squared": 0.754}

{"formula": "C5H7NO", "method": "wB97M-V/def2-TZVPD", "elements": ["O", "H", "C", "H", "N", "H", "C", "C", "C", "H", "C", "H", "H", "H"], "positions_angstrom": [[-1.313, -0.395, -0.418], [-0.260, -2.033, -0.125], [0.974, -0.603, -1.229], [1.246, -1.272, 1.390], [-1.501, 1.602, 0.934], [0.959, -0.626, -2.390], [1.834, -0.094, -0.314], [-0.012, -0.935, -0.197], [0.970, -0.383, 0.888], [0.756, 0.439, 1.595], [-1.782, 0.806, -0.012], [-2.074, 2.389, 0.823], [-2.749, 0.949, -0.484], [2.953, 0.159, -0.461]], "forces_ev_per_angstrom": [[-0.4, 1.1, 0.5], [0.6, 0.9, 0.2], [1.4, 1.6, -1.7], [0.9, -0.7, 1.2], [2.6, -1.8, -0.4], [0.1, -0.3, 2.3], [2.1, -0.6, -1.7], [-1.8, -0.8, 0.4], [-0.3, 0.3, -0.5], [-0.4, -0.5, -0.7], [-1.5, -0.3, 0.4], [-1.2, 1.2, 0.2], [0.1, 0.0, -0.9], [-2.1, -0.1, 0.5]], "relative_energy_kcal_mol": 76.55, "spin_multiplicity": 1, "gap_ev": 10.690, "total_charge": 0, "e_lumo_ev": 1.04}

{"formula": "C3H9NO2P2", "method": "wB97M-V/def2-TZVPD", "elements": ["H", "H", "O", "C", "H", "P", "C", "H", "O", "P", "H", "H", "H", "C", "H", "N", "H"], "positions_angstrom": [[-2.271, -1.572, 0.603], [-2.302, -1.800, -1.184], [1.799, 2.133, 0.568], [-1.725, -1.343, -0.324], [0.090, 2.010, -1.502], [-1.512, 0.411, -0.653], [1.893, -0.741, 0.468], [-0.498, 1.444, 2.097], [-2.584, 1.364, -0.526], [1.067, 0.871, 0.698], [1.390, -1.426, -0.299], [2.915, -0.437, 0.192], [1.928, -1.127, 1.457], [0.040, 0.998, -1.203], [0.545, 0.321, -1.857], [-0.111, 0.602, 1.758], [-0.665, -1.708, -0.295]], "forces_ev_per_angstrom": [[0.4, 0.5, -0.3], [0.8, 0.5, 0.8], [0.9, 0.0, 0.2], [0.3, -0.5, -1.0], [-0.3, 1.0, -0.2], [2.2, 0.7, 0.7], [0.0, 0.9, -1.5], [-0.6, 1.2, 0.5], [-1.3, 0.3, 0.3], [-2.6, -0.3, -0.2], [0.9, 1.0, 1.2], [-0.3, -0.6, -0.3], [-0.1, -0.8, 0.7], [-0.6, -2.1, 1.3], [0.4, -0.4, -0.5], [1.0, -1.3, -1.8], [-1.1, -0.1, 0.1]], "relative_energy_kcal_mol": 59.22, "spin_multiplicity": 1, "gap_ev": 8.373, "total_charge": 0, "e_lumo_ev": -0.56}

{"formula": "C15H11BrN2O5", "method": "wB97M-V/def2-TZVPD", "elements": ["H", "H", "H", "O", "C", "H", "C", "O", "C", "N", "C", "Br", "C", "H", "C", "C", "H", "C", "H", "H", "O", "N", "C", "C", "C", "O", "O", "C", "C", "H", "C", "H", "C", "H"], "positions_angstrom": [[-2.714, 0.548, 1.373], [2.465, -2.579, 1.323], [-3.083, -1.993, -1.122], [-7.137, 1.682, 0.599], [4.668, -0.039, 0.178], [-0.780, -2.280, -1.641], [-5.139, -0.604, -0.845], [0.525, -2.217, -0.078], [-3.800, -0.458, -0.133], [4.157, -1.755, 1.698], [-6.059, 1.073, 0.727], [5.865, 1.579, -0.318], [-0.591, -2.317, -0.732], [5.944, -0.674, 1.569], [5.060, -0.575, 1.159], [-6.143, 0.216, -0.520], [3.077, 0.526, -1.252], [1.279, -1.102, -0.612], [-4.721, 2.148, 2.054], [-5.178, -1.446, -1.501], [0.783, -0.428, -1.339], [-2.646, -1.190, -0.503], [-1.383, -1.326, -0.002], [3.515, 0.017, -0.451], [-4.823, 1.317, 1.243], [-1.016, -0.603, 0.938], [-7.465, 0.403, -0.850], [-3.680, 0.397, 0.693], [-8.167, 1.344, -0.281], [-8.894, 0.924, 0.421], [2.607, -0.878, -0.263], [-1.084, -3.416, -0.441], [3.096, -1.915, 1.078], [-8.442, 1.975, -1.032]], "forces_ev_per_angstrom": [[-2.2, -0.4, -2.1], [-4.7, -5.1, 1.9], [2.3, 1.8, 1.4], [-4.7, 9.0, 5.6], [2.2, 9.3, -7.5], [-0.2, 0.8, -8.8], [1.7, -1.0, -0.1], [8.1, 0.1, -0.1], [-2.2, -6.4, -7.7], [3.1, 2.6, -0.1], [4.9, -2.9, -5.0], [-0.5, -1.0, 0.0], [-4.2, -4.2, 9.2], [4.2, 0.4, 2.2], [-2.1, -9.8, 8.4], [-0.2, 0.4, 3.6], [1.0, 2.6, -1.4], [1.3, -5.7, 4.7], [0.3, -1.9, -1.6], [-0.4, -0.1, -0.9], [-5.3, 6.4, -7.4], [-3.3, -3.8, -3.4], [-3.9, 3.3, 1.9], [-4.7, 0.0, -3.7], [0.3, -0.3, 0.5], [0.3, -1.6, -1.6], [1.8, -7.3, -6.5], [1.1, 11.8, 13.4], [2.5, -2.4, 4.6], [-1.0, 0.3, -0.8], [2.4, -7.2, 8.7], [1.2, 2.5, -0.5], [1.8, 6.8, -5.5], [-1.1, 2.9, -1.3]], "relative_energy_kcal_mol": 251.51, "spin_multiplicity": 1, "gap_ev": 7.482, "total_charge": 0, "e_lumo_ev": -0.56, "smiles": "O=C(COC(=O)c1cncc(Br)c1)Nc1ccc2c(c1)OCO2"}

{"formula": "C17H12ClCrNO6S2SbSe4", "method": "wB97M-V/def2-TZVPD", "elements": ["Cl", "O", "C", "H", "H", "C", "Se", "O", "C", "H", "C", "Se", "C", "C", "C", "Cr", "O", "Sb", "H", "C", "C", "H", "C", "Se", "C", "N", "C", "Se", "O", "C", "H", "C", "S", "H", "O", "C", "C", "H", "O", "H", "H", "S", "H", "C", "H"], "positions_angstrom": [[5.089, 0.199, -4.707], [-2.812, 3.970, 0.951], [-2.465, -1.273, -2.504], [-2.520, -1.169, -3.583], [-3.572, -3.095, -2.413], [-2.102, -1.455, 1.638], [5.022, 1.452, 4.404], [1.030, 0.538, 0.584], [3.834, 1.865, -1.285], [1.581, -0.647, -1.443], [-1.769, -0.287, -1.751], [3.930, -1.557, 4.549], [-3.489, -3.437, 1.654], [4.191, 0.526, -3.236], [-3.047, -2.319, -1.864], [-0.484, 1.527, 2.134], [2.000, 2.534, 0.775], [2.741, 0.571, 4.769], [-4.181, -4.175, -0.223], [-2.977, -2.398, -0.456], [-2.725, -2.457, 2.334], [2.859, -1.133, -3.530], [3.129, -0.296, -2.898], [2.422, 0.893, 7.145], [2.755, 1.063, -0.937], [-1.614, -0.393, -0.461], [4.558, 1.597, -2.441], [0.941, 1.030, 3.334], [-3.184, 1.538, 1.033], [-2.211, -1.393, 0.206], [-0.212, 1.156, -2.078], [-3.607, -3.415, 0.300], [-0.990, -0.419, 2.605], [5.398, 2.219, -2.724], [-1.828, 2.556, 2.760], [2.416, -0.023, -1.735], [1.876, 1.429, 0.246], [-1.840, 1.802, -2.130], [-0.894, 2.440, 0.631], [-3.966, -4.220, 2.235], [-1.229, 0.854, -3.500], [-2.305, 2.659, 1.252], [-2.619, -2.496, 3.409], [-1.225, 0.947, -2.412], [4.095, 2.694, -0.640]], "forces_ev_per_angstrom": [[0.0, 0.0, 0.0], [0.2, -0.3, 0.0], [0.2, 0.3, -0.2], [0.0, 0.0, 0.0], [0.0, 0.0, 0.0], [0.5, 0.9, -0.3], [-0.2, 0.1, -0.6], [-0.3, 0.3, 0.4], [0.0, -0.1, -0.2], [0.0, 0.0, 0.1], [-0.1, -0.1, -0.1], [-0.1, -0.2, -0.5], [0.2, 0.1, 0.4], [-0.1, -0.1, 0.0], [-0.1, -0.2, 0.1], [-1.6, 1.2, -6.3], [0.3, 0.2, -0.1], [3.2, -0.8, 2.6], [0.0, 0.0, 0.0], [0.3, 0.3, 0.3], [-0.2, -0.1, -0.4], [0.0, 0.0, 0.0], [-0.1, 0.0, 0.1], [-0.8, 0.3, -0.1], [-0.3, 0.0, 0.0], [0.0, 0.3, 0.2], [0.1, 0.1, 0.1], [6.7, -0.2, 6.0], [0.0, 0.4, -0.5], [-0.5, -0.6, 0.2], [0.0, 0.0, 0.1], [-0.1, -0.1, -0.3], [-2.4, -4.8, 0.4], [0.0, 0.0, 0.0], [-1.3, 1.0, -0.5], [0.2, 0.0, -0.2], [-0.2, -0.1, 0.3], [0.0, 0.0, 0.0], [-2.1, 0.8, -1.3], [0.0, 0.0, -0.1], [0.0, 0.0, 0.0], [-1.3, 1.5, 0.2], [0.0, 0.0, 0.0], [0.1, -0.1, -0.2], [-0.1, 0.0, 0.0]], "spin_multiplicity": 4, "gap_ev": [5.128, 6.039], "total_charge": -2, "e_lumo_ev": [2.50, 3.47], "s_squared": 4.217}

{"formula": "C30H29Cl2N4OW", "method": "wB97M-V/def2-TZVPD", "elements": ["C", "H", "H", "C", "H", "N", "H", "H", "H", "H", "C", "W", "H", "H", "C", "C", "C", "O", "C", "C", "C", "C", "C", "H", "H", "Cl", "H", "C", "N", "H", "H", "N", "N", "H", "C", "C", "H", "H", "C", "H", "H", "H", "C", "H", "C", "C", "H", "C", "C", "C", "C", "C", "C", "H", "C", "H", "C", "H", "C", "H", "C", "Cl", "H", "C", "C", "H", "H"], "positions_angstrom": [[3.040, -1.972, -0.115], [0.858, 3.183, 2.095], [-3.509, -1.344, 2.225], [5.339, -3.343, -0.899], [0.132, 3.075, 3.711], [1.909, -1.298, 0.284], [-2.832, -2.899, -0.186], [4.466, 3.111, 1.175], [5.901, -3.273, 1.181], [-0.768, 1.902, -3.676], [-4.639, -3.147, -1.322], [0.549, -0.211, 0.255], [-1.833, -3.590, 1.922], [-3.449, -0.070, -3.328], [-1.269, 2.722, 2.079], [-1.512, -3.090, 2.838], [0.535, 1.710, -2.015], [-1.113, -1.178, -0.279], [-0.040, 3.393, 2.681], [-1.420, -1.609, 2.621], [-3.445, -2.524, -0.994], [1.615, 2.172, -1.211], [0.215, 2.241, -3.367], [-2.362, 2.702, 0.186], [4.521, -3.254, -2.885], [2.061, -1.883, -2.625], [-3.372, 1.064, 1.858], [4.388, -2.998, -1.844], [-0.154, 0.721, -1.428], [-0.615, 2.917, 0.020], [0.237, 3.331, -3.374], [1.778, 1.502, -0.026], [-1.293, 0.238, -2.045], [6.227, -3.879, -1.205], [3.492, 3.579, -0.708], [-2.546, -0.853, 2.305], [0.804, 0.968, 2.786], [-5.583, -1.182, -3.913], [2.475, 3.222, -1.556], [-6.341, -3.151, -2.624], [-1.616, 4.253, 0.587], [-0.177, 4.474, 2.684], [-5.409, -2.663, -2.370], [4.160, 4.390, -0.966], [-4.983, -1.557, -3.094], [-0.109, 0.455, 2.502], [-2.143, 3.048, 2.652], [-0.202, -0.942, 2.718], [3.664, 2.873, 0.492], [2.801, 1.853, 0.786], [-1.483, 3.172, 0.630], [-3.018, -1.414, -1.717], [4.023, -2.329, 0.816], [2.916, 1.264, 1.687], [3.249, -2.315, -1.454], [0.949, 1.886, -4.095], [-2.467, 0.513, 2.086], [2.328, 3.735, -2.496], [-1.264, 1.208, 2.195], [0.694, -1.485, 2.996], [-3.791, -0.932, -2.772], [3.786, -1.890, 2.476], [-0.551, -3.509, 3.132], [5.163, -3.008, 0.437], [-1.757, -0.752, -1.356], [-2.242, -3.324, 3.613], [-4.968, -4.013, -0.763]], "forces_ev_per_angstrom": [[0.0, 0.0, 0.2], [0.0, 0.0, 0.0], [0.0, 0.0, 0.0], [0.0, 0.0, 0.0], [0.0, 0.0, 0.0], [0.1, -0.3, -0.2], [0.0, 0.0, 0.0], [0.0, 0.0, 0.0], [0.0, 0.0, 0.0], [0.0, 0.0, 0.0], [0.0, 0.0, 0.0], [-0.3, 0.2, 0.1], [0.0, 0.0, 0.0], [0.0, 0.0, 0.0], [0.0, 0.0, 0.0], [0.0, 0.0, 0.0], [-0.1, -0.1, 0.1], [-0.2, -0.1, 0.1], [0.0, 0.0, 0.0], [0.0, 0.0, 0.0], [0.0, 0.0, 0.0], [0.0, 0.0, 0.0], [-0.1, 0.0, 0.0], [0.0, 0.0, 0.0], [0.0, 0.0, 0.0], [-0.1, 0.1, -0.1], [0.0, 0.0, 0.0], [0.0, 0.0, -0.1], [0.4, -0.1, 0.1], [0.0, 0.0, 0.0], [0.0, 0.0, 0.0], [0.0, 0.1, 0.1], [-0.1, 0.0, -0.1], [0.0, 0.0, 0.0], [0.0, 0.0, 0.0], [0.0, 0.0, 0.0], [0.0, 0.0, 0.0], [0.0, 0.0, 0.0], [0.0, 0.1, 0.0], [0.0, 0.0, 0.0], [0.0, 0.0, 0.0], [0.0, 0.0, 0.0], [0.0, 0.0, 0.0], [0.0, 0.0, 0.0], [0.0, 0.0, 0.0], [0.1, 0.1, 0.0], [0.0, 0.0, 0.0], [0.1, 0.0, -0.3], [0.0, 0.0, 0.0], [0.0, 0.0, 0.1], [0.0, 0.0, 0.0], [0.0, -0.1, 0.0], [-0.1, 0.0, -0.1], [0.0, 0.0, 0.0], [0.1, -0.1, 0.1], [0.0, 0.0, 0.0], [0.0, -0.1, 0.0], [0.0, 0.0, 0.0], [0.0, 0.0, -0.1], [0.0, 0.0, 0.1], [0.0, 0.0, 0.0], [0.0, 0.0, 0.0], [0.0, 0.0, 0.0], [0.0, 0.0, 0.0], [0.2, 0.1, 0.0], [0.0, 0.0, 0.0], [0.0, 0.0, 0.0]], "relative_energy_kcal_mol": 0.00, "spin_multiplicity": 3, "gap_ev": [6.170, 6.965], "total_charge": 1, "e_lumo_ev": [-3.41, -4.17], "s_squared": 2.028}

{"formula": "C6H7FO", "method": "wB97M-V/def2-TZVPD", "elements": ["C", "H", "H", "F", "H", "C", "C", "H", "O", "H", "C", "H", "H", "C", "C"], "positions_angstrom": [[1.098, -0.909, -1.515], [-1.018, 1.358, -0.808], [0.333, 2.054, 1.218], [2.243, -1.208, -2.313], [0.355, 0.537, 2.932], [-0.056, 1.099, 1.110], [-0.514, 0.607, -0.375], [0.224, -1.028, 1.954], [-1.432, -1.649, -0.906], [1.521, 1.165, -1.083], [0.866, 0.297, -1.028], [-2.451, -0.209, 0.209], [0.357, -1.778, -1.107], [-1.627, -0.538, -0.337], [0.101, 0.203, 2.051]], "forces_ev_per_angstrom": [[0.1, -2.2, 0.4], [-1.5, 3.2, -1.9], [-0.1, 2.0, 0.3], [-2.0, 0.4, 1.8], [1.7, 1.5, 4.7], [-1.8, -3.1, -3.1], [3.0, -3.4, 3.6], [-1.2, 3.5, -0.1], [-2.3, 3.6, 2.5], [0.0, -0.3, -0.4], [-1.5, 0.4, -0.5], [-2.1, 0.0, 0.9], [2.5, 1.8, -2.1], [5.3, -2.5, -2.8], [-0.1, -4.9, -3.2]], "relative_energy_kcal_mol": 94.17, "spin_multiplicity": 1, "gap_ev": 9.697, "total_charge": 0, "e_lumo_ev": 0.43, "smiles": "C=C[C@H](C=O)/C=C/F"}